1.
C27H45F5N2O5S2 | wB97M-V/def2-TZVPD

```
86
C27H45F5N2O5S2 | the Open Molecules 2025 dataset | wB97M-V/def2-TZVPD
C 2.860 -1.498 4.539
O 3.615 -1.539 3.253
C 3.103 -0.385 2.458
C 3.968 -0.227 1.042
C 3.201 0.990 0.189
C 3.945 2.418 0.465
C 3.108 3.759 0.081
C 1.496 3.592 -0.106
C 0.605 3.684 1.265
C 1.340 3.152 2.625
C 0.242 2.693 3.799
C -0.436 3.957 4.590
S -2.306 3.979 4.198
O -3.014 2.807 4.920
O -2.795 5.396 4.681
N -2.422 3.959 2.456
S -3.682 2.897 1.880
O -5.039 3.058 2.667
O -4.014 3.381 0.414
C -3.224 1.082 1.808
F -3.390 0.426 3.154
F -1.783 0.923 1.386
C -4.102 0.182 0.755
C -3.433 -1.281 0.313
C -4.154 -2.313 -0.757
C -5.587 -1.824 -1.399
C -6.313 -0.411 -0.990
C -7.753 0.139 -1.606
F -8.733 0.449 -0.537
F -8.283 -0.739 -2.690
F -7.419 1.447 -2.279
C -5.554 0.573 0.102
H 2.151 -0.566 4.561
H 3.589 -1.449 5.477
H 2.206 -2.480 4.552
H 3.342 0.576 3.119
H 1.932 -0.476 2.263
H 3.951 -1.255 0.459
H 5.059 0.056 1.357
H 3.240 0.626 -0.944
H 2.076 0.934 0.508
H 4.930 2.420 -0.209
H 4.314 2.432 1.577
H 3.557 4.174 -0.942
H 3.336 4.599 0.893
H 1.143 2.638 -0.688
H 1.147 4.515 -0.781
H 0.319 4.835 1.399
H -0.370 3.035 1.077
H 1.972 4.060 3.075
H 2.032 2.206 2.480
H -0.613 2.011 3.386
H 0.862 2.024 4.565
H 0.079 4.993 4.415
H -0.388 3.685 5.751
H -2.392 -1.586 0.797
H -3.591 -3.312 -0.996
H -6.091 -2.535 -2.188
H -6.037 1.611 0.416
C -0.299 -0.677 -3.021
C 0.615 -1.232 -1.945
C 1.746 -2.153 -2.415
N 1.325 -3.511 -3.016
C 0.143 -4.129 -2.282
C 1.030 -3.403 -4.526
C 2.342 -3.756 -5.196
C 2.842 -4.908 -4.359
C 2.541 -4.492 -2.932
H -0.907 -1.457 -3.485
H -0.989 0.050 -2.579
H 0.273 -0.163 -3.799
H 0.017 -1.719 -1.168
H 1.091 -0.374 -1.448
H 2.357 -2.384 -1.534
H 2.386 -1.654 -3.150
H -0.749 -3.529 -2.475
H 0.380 -4.156 -1.214
H -0.012 -5.144 -2.663
H 0.256 -4.139 -4.771
H 0.683 -2.400 -4.776
H 3.040 -2.912 -5.151
H 2.209 -4.031 -6.246
H 3.909 -5.101 -4.511
H 2.298 -5.826 -4.607
H 3.391 -3.957 -2.494
H 2.280 -5.341 -2.293
```

Values from the calculation:
- Kohn-Sham gap: 6.7885 eV
- F_max: 8.44 eV/A
- HOMO level: -7.90 eV

2.
C4H5NO2 | wB97M-V/def2-TZVPD

```
12
C4H5NO2 | the Open Molecules 2025 dataset | wB97M-V/def2-TZVPD
O -0.526 2.539 -0.181
C -0.837 1.472 -0.664
C 1.245 -1.079 0.406
C 0.518 0.111 0.953
N -0.463 0.264 -0.137
C -0.640 -0.984 -0.710
O 0.385 -1.719 -0.412
H -1.451 1.367 -1.577
H 1.942 -1.721 0.921
H -0.010 -0.065 1.915
H 1.102 1.031 1.044
H -1.263 -1.216 -1.559
```

Values from the calculation:
- Kohn-Sham gap (spin up / spin down): 8.3633 / 7.6085 eV
- Energy relative to the best compared isomer or geometry (same formula, charge and spin): 81.75 kcal/mol
- F_max: 1.43 eV/A
- HOMO level (spin up / spin down): -7.71 / -7.08 eV

3.
C5H10O | wB97M-V/def2-TZVPD

```
16
C5H10O | the Open Molecules 2025 dataset | wB97M-V/def2-TZVPD
C -1.298 1.777 -1.317
C -0.767 1.494 0.085
C 0.221 0.385 0.067
O 0.586 -0.098 1.222
C 1.147 -1.255 1.440
C 1.129 -2.293 0.390
H -0.537 2.227 -1.962
H -2.162 2.448 -1.281
H -1.591 0.844 -1.811
H -0.342 2.407 0.518
H -1.609 1.232 0.743
H 0.505 -0.137 -0.838
H 1.422 -1.368 2.474
H 0.164 -2.200 -0.148
H 1.237 -3.305 0.806
H 1.895 -2.158 -0.387
```

Values from the calculation:
- Kohn-Sham gap (spin up / spin down): 7.9288 / 7.9010 eV
- Energy relative to the best compared isomer or geometry (same formula, charge and spin): 79.13 kcal/mol
- F_max: 0.95 eV/A
- HOMO level (spin up / spin down): -6.82 / -6.80 eV

4.
C43H72N9O5PS | wB97M-V/def2-TZVPD

```
131
C43H72N9O5PS | the Open Molecules 2025 dataset | wB97M-V/def2-TZVPD
C 0.049 2.106 -1.035
C 0.901 1.988 -2.380
S -0.045 2.206 -3.938
C -1.436 1.001 -4.080
C -1.460 -0.102 -2.999
C -2.568 -0.154 -2.019
C -3.759 0.855 -2.003
C -3.743 1.863 -0.804
C -4.989 2.853 -0.972
O -6.014 2.585 -0.019
C -5.756 3.249 1.234
C -2.599 -1.216 -1.022
C -1.534 -2.224 -0.944
C -0.437 -2.202 -1.889
P 0.861 -3.555 -1.696
N 2.266 -2.720 -1.058
O 1.207 -4.233 -3.225
C -0.422 -1.150 -2.920
C 0.704 -1.106 -3.993
O 0.227 -1.326 -5.350
C -0.894 -2.209 -5.388
C -1.864 -3.181 0.234
O -1.199 -3.959 0.844
N -3.255 -2.873 0.465
C -4.207 -3.957 0.167
N -4.324 -4.297 -1.265
C -3.443 -5.426 -1.670
C -3.645 -1.538 0.089
O -4.560 -0.905 0.517
H 0.586 2.820 -0.358
H 0.083 1.109 -0.534
H -0.967 2.448 -1.316
H 1.646 2.831 -2.353
H 1.501 1.048 -2.320
H -1.299 0.474 -5.066
H -2.380 1.582 -4.176
H -4.686 0.225 -1.873
H -3.906 1.377 -2.984
H -3.795 1.367 0.201
H -2.843 2.526 -0.773
H -4.626 3.920 -0.947
H -5.432 2.706 -1.989
H -4.872 3.942 1.174
H -6.650 3.833 1.569
H -5.525 2.442 1.977
H 2.622 -2.035 -1.731
H 1.972 -2.267 -0.189
H 2.177 -4.415 -3.199
H 1.482 -1.902 -3.814
H 1.257 -0.137 -4.028
H -1.875 -1.699 -5.167
H -0.983 -2.553 -6.457
H -0.777 -3.131 -4.764
H -5.241 -3.723 0.540
H -3.917 -4.902 0.702
H -4.115 -3.494 -1.860
H -2.895 -5.143 -2.604
H -2.656 -5.631 -0.895
H -4.061 -6.345 -1.864
C 4.096 -7.134 -0.798
C 5.027 -7.230 -2.003
C 5.769 -5.921 -2.288
C 4.795 -4.840 -2.578
N 4.036 -4.008 -2.802
H 3.304 -6.399 -0.958
H 3.612 -8.096 -0.614
H 4.646 -6.855 0.104
H 4.444 -7.523 -2.880
H 5.760 -8.021 -1.825
H 6.430 -6.040 -3.148
H 6.378 -5.630 -1.430
C -0.053 -7.379 4.539
C -0.313 -6.357 3.436
C 0.468 -6.653 2.153
C 1.927 -6.629 2.429
N 3.054 -6.611 2.647
H 0.995 -7.380 4.848
H -0.651 -7.146 5.422
H -0.315 -8.388 4.209
H -0.052 -5.362 3.806
H -1.381 -6.345 3.206
H 0.238 -5.904 1.392
H 0.197 -7.633 1.755
C 5.727 -3.547 6.390
C 5.122 -4.303 5.211
C 3.678 -4.744 5.464
C 3.622 -5.654 6.636
N 3.579 -6.358 7.542
H 5.782 -4.172 7.283
H 6.744 -3.227 6.154
H 5.138 -2.657 6.628
H 5.742 -5.177 4.994
H 5.148 -3.663 4.326
H 3.288 -5.267 4.589
H 3.040 -3.878 5.654
C -3.690 3.788 4.926
C -4.399 4.032 6.254
C -5.898 3.726 6.193
C -6.555 4.598 5.186
N -7.063 5.270 4.407
H -4.073 4.442 4.140
H -2.621 3.990 5.024
H -3.811 2.751 4.601
H -4.246 5.072 6.553
H -3.940 3.406 7.024
H -6.358 3.902 7.167
H -6.066 2.682 5.923
C 0.964 7.679 -2.738
C 0.368 6.936 -3.929
C -1.086 6.513 -3.703
C -1.177 5.600 -2.537
N -1.250 4.894 -1.629
H 0.996 7.050 -1.846
H 1.984 7.983 -2.954
H 0.382 8.576 -2.506
H 0.981 6.054 -4.139
H 0.418 7.579 -4.811
H -1.470 5.998 -4.586
H -1.716 7.386 -3.520
C 4.054 10.955 -0.208
C 5.340 10.754 -1.003
C 5.106 10.064 -2.349
C 4.515 8.718 -2.137
N 4.057 7.678 -1.973
H 3.586 10.002 0.048
H 4.264 11.476 0.728
H 3.332 11.551 -0.774
H 6.040 10.167 -0.403
H 5.805 11.727 -1.179
H 6.050 9.954 -2.886
H 4.430 10.654 -2.971
```

Values from the calculation:
- Kohn-Sham gap: 7.4747 eV
- F_max: 3.07 eV/A
- HOMO level: -8.02 eV
- SMILES string: CCSCc1c(CCCOC)c2c(c(P(N)O)c1COC)C(=O)N(CNC)C2=O.CCCC#N.CCCC#N.CCCC#N.CCCC#N.CCCC#N.CCCC#N

Question: Which of these has the highest F_max?
Answer: C27H45F5N2O5S2

Question: Number 2 is which compound?
Answer: C4H5NO2